Record 1
Here is a molecular structure, C2H3P3 from the OMol25 dataset. Energies are from ωB97M-V with the def2-TZVPD basis set.

Element x y z (Å)
C -0.4602 0.9752 0.3319
C -0.4950 -0.9556 0.3352
P 0.9841 1.6946 -0.0290
P 0.9234 -1.7212 -0.0298
P 2.2805 -0.0368 0.1467
H -1.4192 1.4059 0.5352
H -1.4616 -1.3651 0.5418
H 2.8246 -0.0403 -1.1358

Forces on the atoms, in the same order (eV/Å):
C -0.403 -5.530 0.712
C -0.235 5.475 0.720
P 0.700 1.826 0.040
P 0.643 -1.865 -0.011
P -0.665 0.057 -0.508
H -0.432 0.041 -0.337
H -0.475 0.007 -0.292
H 0.867 -0.011 -0.323

Computed properties:
HOMO energy (alpha / beta) in hartree: -0.200 / -0.325
2S+1: 3
Charge: 0
Calculated total energy in eV: -29982.07495
Energy above the lowest of the compared OMol25 structures with the same formula, charge and spin in eV: 3.265


Record 2
Here is 19 unconnected molecules or ions with the total composition C2H41O19 from the OMol25 dataset. Energies are from ωB97M-V with the def2-TZVPD basis set.

Element x y z (Å)
C 18.4710 -2.9680 -5.4100
C 18.0830 -1.7600 -6.2610
O 18.5500 -0.5620 -5.6370
H 17.9500 -3.0530 -4.4220
H 19.5010 -2.8910 -5.0940
H 18.4580 -4.0080 -5.7450
H 17.0190 -1.8960 -6.3190
H 18.5710 -1.9430 -7.2120
O 17.6630 -0.5390 -9.4270
H 18.2320 -0.2040 -8.7790
H 18.2650 -0.4040 -10.1750
O 20.5520 -0.4620 -4.1520
H 21.1300 -1.2100 -4.2890
H 19.8380 -0.4500 -4.8030
O 14.9130 -1.0610 -4.5910
H 13.9700 -0.7810 -4.6140
H 15.3280 -0.4090 -5.1810
O 18.5420 -6.8510 -7.0000
H 19.2060 -7.5460 -7.0420
H 18.7530 -6.0950 -7.5460
O 14.8020 -3.5640 -5.8570
H 15.1240 -3.2060 -6.6710
H 14.8640 -2.7560 -5.3620
O 19.0130 1.0080 -7.7460
H 18.8820 0.5870 -6.8940
H 19.1420 1.9310 -7.5920
O 18.9880 -1.9690 -2.0840
H 19.7110 -2.2370 -1.5090
H 19.3790 -1.6830 -2.9070
O 21.1130 -4.8010 -2.9660
H 20.4620 -5.0680 -3.6180
H 21.0300 -5.6150 -2.4080
O 16.4660 -5.6220 -5.4830
H 15.8250 -4.8910 -5.4630
H 16.4830 -5.7150 -6.4080
O 15.2660 -2.0890 -8.0930
H 14.8210 -1.4390 -8.6930
H 16.1230 -1.7540 -7.9340
O 16.0500 -2.1570 -2.3900
H 15.7300 -1.7590 -3.2150
H 16.5480 -2.9700 -2.4890
O 18.9540 -6.0370 -4.2270
H 18.7290 -6.9020 -3.9460
H 18.4810 -6.0270 -5.0450
O 16.1350 0.6210 -6.3090
H 16.4910 1.4350 -5.9210
H 16.8360 -0.0730 -6.2410
O 16.7040 -4.6610 -8.0570
H 16.7440 -4.0340 -8.8050
H 17.2730 -4.1930 -7.4010
O 21.4390 -4.1380 -6.6780
H 21.6740 -5.0420 -6.4150
H 20.6880 -4.2030 -7.2750
O 17.5640 0.1410 -3.2940
H 17.0360 -0.4980 -2.8560
H 17.8600 -0.2810 -4.0830
O 17.8420 -4.5250 -2.3460
H 18.3560 -4.9920 -3.0010
H 18.3290 -3.7790 -2.0710
O 21.9690 -2.6440 -4.6130
H 21.8340 -3.2190 -5.3700
H 21.7380 -3.1580 -3.7970

Forces on the atoms, in the same order (eV/Å):
C 0.515 -0.651 2.242
C 2.154 -0.436 1.824
O -1.945 -1.200 -2.062
H -0.073 0.432 -0.914
H 0.567 0.491 -0.079
H -0.617 0.108 -0.942
H -1.054 0.594 -0.429
H -0.136 0.310 -0.849
O -0.843 -1.215 -2.530
H 1.118 1.387 2.450
H -0.598 -0.258 -0.222
O 0.705 0.982 1.751
H 0.188 -0.265 -0.665
H -0.381 -0.422 -0.595
O -1.674 0.161 -0.147
H 0.915 -0.467 0.239
H 0.436 0.533 -0.172
O -0.375 -0.462 0.587
H 0.163 0.437 -0.360
H 0.243 -0.104 -0.431
O -0.279 -0.843 0.416
H -0.022 -0.147 -1.577
H -0.202 0.847 1.360
O 0.395 0.112 -1.401
H -0.105 -0.953 1.611
H 0.095 0.726 0.128
O -0.319 -0.954 1.160
H 0.215 0.230 -0.189
H 0.597 0.831 -0.638
O 0.083 -1.586 1.045
H -0.515 0.299 -0.744
H 0.492 1.253 -0.188
O 0.032 -0.101 1.418
H -0.277 0.450 0.748
H 0.196 -0.933 -1.927
O -2.222 0.172 -1.411
H 0.798 -0.790 0.931
H 1.606 1.021 -0.059
O -0.601 0.653 0.831
H 0.086 -0.756 -0.042
H 0.080 -0.217 -0.603
O 1.390 0.311 0.248
H -0.230 -1.369 0.948
H -1.020 0.658 -1.370
O -0.479 -0.207 -0.238
H 0.204 -0.690 0.032
H 0.376 1.310 0.302
O 1.306 1.055 -0.213
H -0.404 -0.418 0.309
H -0.640 -0.406 -0.260
O 0.266 -0.874 -0.477
H -0.220 0.303 -0.173
H -0.068 0.071 0.132
O -0.253 2.142 0.787
H -0.572 -1.016 1.069
H 0.745 -0.484 -1.552
O -1.676 -1.375 0.463
H 0.052 -0.073 -0.468
H 1.170 1.786 0.360
O 0.503 -0.361 1.767
H -0.255 -0.028 -0.064
H 0.366 0.397 -1.163

Computed properties:
HOMO energy in hartree: -0.209
2S+1: 1
Charge: -1
Calculated total energy in eV: -41644.38484
Energy above the lowest of the compared OMol25 structures with the same formula, charge and spin in eV: 1.091


Record 3
Here is 19 unconnected molecules or ions with the total composition C2H41O19 from the OMol25 dataset. Energies are from ωB97M-V with the def2-TZVPD basis set.

Element x y z (Å)
C 0.3486 -0.3884 0.4584
C -0.8374 0.1876 -0.2636
O -0.3794 0.8706 -1.4256
H 0.9936 -1.0584 -0.1216
H -0.1034 -0.8864 1.3374
H 1.0336 0.4446 0.6824
H -1.3444 0.9356 0.4204
H -1.4984 -0.6244 -0.5186
O -0.6334 -2.0644 4.5344
H 0.1636 -1.6434 4.2604
H -1.1224 -2.0134 3.7244
O -2.1674 -2.9474 -1.7826
H -2.5784 -2.1294 -1.9586
H -2.0764 -3.3054 -2.6386
O 0.4716 -1.7964 -3.0796
H 0.7956 -1.1574 -3.7016
H 0.4436 -1.3914 -2.2136
O 2.2836 0.4786 -1.9726
H 1.3656 0.6186 -1.6766
H 2.4626 1.1466 -2.6466
O 1.8336 -1.8784 3.4924
H 2.1716 -1.0104 3.2494
H 2.2136 -2.4434 2.9054
O -0.4724 -3.3874 0.4574
H -1.1804 -3.1324 -0.1226
H -0.2684 -2.5104 0.7114
O 1.0256 2.9746 -0.6406
H 0.5606 2.1786 -0.9526
H 0.5256 3.1506 0.1854
O -2.0184 3.0986 -1.4796
H -2.2254 3.1886 -2.3616
H -1.3884 2.3726 -1.4286
O -2.6034 -0.4324 -2.5596
H -3.2334 0.3146 -2.2496
H -1.7734 -0.2394 -2.1206
O -0.8304 3.0806 1.7924
H -1.0634 2.2746 1.3184
H -1.6444 3.5706 1.7824
O 0.2146 1.5476 -3.9176
H -0.3594 1.1996 -3.2836
H -0.4044 1.6276 -4.6266
O -2.6374 0.7916 2.7324
H -1.7474 1.0746 2.9074
H -2.6894 -0.1344 2.6494
O 3.4246 2.4516 0.3394
H 3.4636 3.1396 0.9664
H 2.5806 2.4566 -0.0616
O -2.4524 -1.6594 2.2604
H -2.8554 -1.6204 1.4444
H -3.0644 -2.1794 2.7534
O 2.7256 0.5646 2.5474
H 3.2476 0.0136 1.9184
H 2.7576 1.5046 2.3534
O -3.9274 1.6926 -0.1086
H -3.3954 0.9976 0.2094
H -3.3334 2.4216 -0.3586
O 3.9516 -1.1854 0.9034
H 3.3596 -1.5304 0.2544
H 4.6266 -1.8664 0.9044
O 3.3006 -1.9674 -2.3526
H 2.9196 -2.6864 -1.8116
H 3.0426 -1.0984 -2.0226

Forces on the atoms, in the same order (eV/Å):
C 0.042 0.523 0.800
C 1.580 1.647 -0.802
O -0.940 -0.599 0.582
H -0.594 -0.270 -0.157
H 1.049 0.287 0.180
H -0.349 -0.376 0.639
H 0.060 -1.149 -0.483
H -0.788 -0.327 0.231
O -1.148 -0.264 0.911
H 1.531 0.174 -0.084
H -0.579 -0.170 -0.608
O 0.226 -1.361 1.923
H -0.918 2.097 -0.369
H 0.581 -0.851 -1.429
O -0.793 -1.255 -0.068
H 0.388 0.742 -0.026
H 0.094 0.447 -0.054
O 0.622 0.131 0.079
H -0.446 0.113 -0.288
H -0.217 -0.129 0.175
O -1.360 2.278 2.522
H 0.041 0.632 0.037
H 1.528 -2.689 -2.565
O -0.019 -0.894 0.118
H -0.913 -0.789 -1.308
H 1.094 1.138 1.084
O -0.308 0.563 1.108
H -0.324 -0.467 -0.564
H 0.381 0.345 -0.497
O -0.021 0.624 3.089
H -0.661 0.351 -3.003
H 0.803 -0.885 -0.218
O -2.680 1.620 0.135
H 1.589 -1.753 -0.590
H 0.770 0.696 -0.221
O 0.677 -0.312 0.005
H -0.023 -0.061 0.058
H -0.599 0.460 0.016
O 1.414 0.856 -1.653
H -1.059 -1.196 2.744
H -0.221 0.315 -1.287
O -0.949 3.053 -0.006
H 0.544 -0.167 0.299
H 0.528 -1.676 0.145
O 2.617 -1.569 0.276
H -0.108 1.384 0.841
H -2.037 0.413 -0.988
O 1.378 -0.485 1.961
H -1.078 0.124 -3.306
H -0.590 -0.862 0.960
O -0.055 -0.726 0.603
H -0.113 1.191 0.098
H 0.329 -0.360 -0.596
O -1.464 1.214 -0.704
H 1.076 -1.037 0.831
H 0.090 -0.326 -0.243
O 0.586 -0.286 0.501
H -0.924 0.035 -0.989
H 0.441 0.088 0.273
O 0.800 -1.470 0.355
H -0.019 0.881 -0.543
H -0.558 0.338 0.068

Computed properties:
HOMO energy in hartree: -0.252
2S+1: 1
Charge: -1
Calculated total energy in eV: -41644.36565
Energy above the lowest of the compared OMol25 structures with the same formula, charge and spin in eV: 1.110